Entry 1:
A structure of composition C24H23F8MnN4O15P2S2Te, computed with ωB97M-V with the def2-TZVPD basis set.

ORCA input file:
```
! wB97M-V def2-TZVPD RIJCOSX def2/J DEFGRID3
* xyz -1 4
Mn -0.8357 1.3298 -1.4653
O 2.2907 0.8579 -3.9388
P 2.1851 1.3037 -2.4106
O 3.3557 0.9048 -1.6217
O 0.8199 0.7122 -1.9860
O 2.0195 2.8857 -2.4445
P 0.6961 3.8214 -2.4551
O 0.2583 3.6613 -3.9600
O 1.0133 5.1677 -1.9993
O -0.3300 3.0556 -1.5575
H 3.2167 0.7414 -4.1940
H -0.6996 3.6330 -4.1421
F -3.5635 0.7216 -5.2476
Te -3.4068 2.2278 -4.0209
F -1.5047 1.3843 -3.3449
F -2.8252 3.9135 -3.2248
F -2.1634 2.7999 -5.3062
F -4.6848 3.1822 -5.0726
O -2.5698 1.7679 -0.8980
O -3.2907 0.7378 0.9978
C -3.3612 0.9897 -0.1772
N -1.4369 -0.6401 -1.3718
S -2.7145 -1.6182 -1.8517
O -2.9841 -2.5450 -0.7773
O -2.4361 -2.2059 -3.1337
C -4.1181 -0.5552 -2.0119
C -4.9852 -0.8874 -3.0451
C -6.1909 -0.2142 -3.1619
C -6.5250 0.7728 -2.2455
C -5.6463 1.1113 -1.2244
C -4.4319 0.4551 -1.1046
H -4.6960 -1.6453 -3.7599
H -6.8572 -0.4499 -3.9806
H -7.4605 1.3083 -2.3447
H -5.8814 1.9167 -0.5405
C 5.7295 0.2617 1.0913
C 4.2862 -0.1060 1.4040
S 4.0215 -1.8411 1.1463
O 4.9943 -2.6050 1.8879
O 3.8660 -2.0884 -0.2653
C 2.4208 -2.1329 1.9122
C 1.6842 -3.2717 1.2067
N 0.9609 -2.7826 0.0254
C -0.1101 -1.9888 0.1391
N -0.3770 -1.4964 -1.0797
C 0.5056 -1.9983 -2.0058
C 1.3303 -2.8051 -1.3150
N 2.3496 -3.6544 -1.8712
O 2.6722 -4.6377 -1.2265
O 2.7505 -3.3630 -2.9752
C -0.8666 -1.7300 1.3837
H 5.8777 1.3215 1.2942
H 5.9430 0.0882 0.0369
H 6.4241 -0.3176 1.6987
H 3.5944 0.3959 0.7223
H 4.0161 0.1018 2.4421
H 1.8469 -1.2045 1.8658
H 2.6180 -2.3757 2.9557
H 0.9416 -3.7011 1.8753
H 2.3580 -4.0566 0.8907
H 0.4542 -1.7387 -3.0486
H -1.1527 -2.6799 1.8370
H -1.7603 -1.1645 1.1506
H -0.2673 -1.1537 2.0932
F 1.0369 -0.8748 7.3819
C 1.3019 0.4018 7.0242
F 0.5428 1.1813 7.8209
F 2.5856 0.6386 7.3471
C 1.0189 0.6386 5.5727
C 2.0335 0.9896 4.6962
C 1.7458 1.1807 3.3535
C 0.4433 1.0194 2.8815
C -0.5778 0.6805 3.7795
C -0.2873 0.4899 5.1170
C 0.1296 1.1565 1.4927
C -0.2451 1.2256 0.3501
H 3.0437 1.1184 5.0607
H 2.5248 1.4673 2.6589
H -1.5883 0.5806 3.4013
H -1.0753 0.2282 5.8130
*
```

The calculation puts the frontier orbital gap (spin up / spin down) at 8.20 / 8.42 eV. The value obtained for the molar mass is 1068.1 g mol⁻¹. Its LUMO energy (spin up / spin down) is 0.0258 / 0.0331 hartree. The calculated total energy is -162544.1104 eV. The value obtained for the HOMO energy (spin up / spin down) is -7.5 / -7.5 eV.

---

Entry 2:
The molecule C24H23FN6O at a distorted geometry, computed with ωB97M-V with the def2-TZVPD basis set.

ORCA input file:
```
! wB97M-V def2-TZVPD RIJCOSX def2/J DEFGRID3
* xyz 0 1
C 4.6846 1.7827 -1.5273
C 3.3883 1.9837 -0.8111
N 3.3718 2.9684 0.0605
C 2.2426 3.2122 0.6908
N 1.9657 4.1404 1.5899
C 0.6942 3.9071 1.9103
N 0.1223 2.8938 1.2887
N 1.0951 2.4296 0.4888
C 1.0834 1.3814 -0.3769
N -0.0521 0.6362 -0.5659
C -1.3742 1.1837 -0.3412
C -1.9666 0.7707 1.0157
N -1.9050 -0.6642 1.1570
C -2.9624 -1.5112 1.1490
O -2.8325 -2.7156 1.0321
C -4.3125 -0.8925 1.3472
C -4.6216 -0.2107 2.5204
C -5.9004 0.2765 2.7269
C -6.8827 0.0978 1.7676
C -6.5602 -0.5899 0.6117
F -7.5099 -0.7695 -0.3280
C -5.2945 -1.0983 0.3876
C -0.5707 -1.1911 0.9756
C -0.0327 -0.8071 -0.4083
C 2.2658 1.1703 -1.0862
C 2.3413 0.1438 -2.1811
C 3.0158 -1.1551 -1.7990
C 3.1423 -2.1527 -2.7596
C 3.7510 -3.3553 -2.4536
C 4.2444 -3.5798 -1.1788
C 4.1240 -2.5941 -0.2161
C 3.5136 -1.3894 -0.5237
H 5.4362 2.4140 -1.0636
H 4.9986 0.7421 -1.4862
H 4.5864 2.0702 -2.5735
H 0.1587 4.4948 2.6287
H -1.3422 2.2695 -0.4051
H -2.0166 0.7974 -1.1421
H -2.9979 1.1151 1.0776
H -1.3819 1.2453 1.8109
H -3.8612 -0.0749 3.2746
H -6.1356 0.7998 3.6410
H -7.8839 0.4731 1.9069
H -5.0802 -1.6490 -0.5147
H -0.6198 -2.2769 1.0726
H 0.0810 -0.7794 1.7542
H 0.9780 -1.1936 -0.5162
H -0.6740 -1.2520 -1.1769
H 1.3326 -0.0696 -2.5441
H 2.8952 0.5747 -3.0201
H 2.7589 -1.9802 -3.7552
H 3.8416 -4.1193 -3.2113
H 4.7209 -4.5180 -0.9385
H 4.5071 -2.7587 0.7800
H 3.4301 -0.6263 0.2378
*
```

The calculation puts the frontier orbital gap at 8.95 eV. The value obtained for the molar mass is 430.5 g mol⁻¹. Its LUMO energy is 0.0184 hartree. The calculated total energy is -38967.5981 eV. The value obtained for the HOMO energy is -8.5 eV. As for the SMILES: Cc1nc2ncnn2c(N2CCN(C(=O)c3cccc(F)c3)CC2)c1Cc1ccccc1.